Run w
{"formula": "C36H54O27", "method": "ωB97M-V/def2-TZVPD", "total_charge": 0, "smiles": "C[C@H]1COC(=O)O1.C[C@H]1COC(=O)O1.C[C@H]1COC(=O)O1.C[C@H]1COC(=O)O1.C[C@H]1COC(=O)O1.C[C@H]1COC(=O)O1.C[C@H]1COC(=O)O1.C[C@H]1COC(=O)O1.C[C@H]1COC(=O)O1", "symbols": ["O", "C", "H", "H", "O", "H", "O", "H", "H", "C", "C", "C", "C", "H", "C", "C", "H", "H", "C", "O", "H", "C", "C", "H", "H", "C", "O", "C", "C", "C", "H", "O", "H", "H", "O", "H", "O", "O", "O", "C", "H", "H", "H", "O", "H", "H", "O", "O", "H", "H", "H", "H", "C", "C", "C", "H", "C", "H", "C", "O", "H", "H", "H", "C", "H", "C", "H", "O", "H", "H", "H", "H", "C", "O", "O", "C", "H", "O", "H", "O", "O", "H", "H", "H", "H", "H", "H", "H", "H", "O", "C", "C", "C", "C", "H", "H", "C", "H", "C", "C", "H", "O", "H", "H", "O", "H", "C", "O", "H", "C", "H", "O", "C", "O", "C", "O", "C"], "positions_angstrom": [[0.850, 0.949, 3.194], [0.407, -0.348, -1.281], [-0.971, 4.171, 3.603], [2.125, -0.517, -2.684], [-5.791, -4.772, 1.269], [3.813, -1.260, -4.954], [0.524, -1.979, -6.602], [-2.367, 3.096, 3.558], [1.129, 2.723, 0.297], [-5.055, -2.600, 1.241], [-3.760, 4.550, 1.595], [3.079, 3.629, 0.798], [0.846, 2.931, 6.009], [4.609, 2.288, 1.289], [2.195, -3.421, -3.002], [-2.288, 4.686, 2.051], [0.300, -4.007, -4.046], [2.534, -2.293, -6.834], [-3.037, 6.740, 1.514], [6.341, -1.833, -0.381], [-1.704, 4.210, 1.263], [-3.919, -1.901, 1.969], [6.231, -1.829, 0.992], [-2.982, -1.802, 1.421], [0.139, -2.266, -0.165], [4.809, -1.414, 1.196], [-1.987, -4.338, -0.997], [1.823, 4.884, 2.195], [-5.499, -0.261, -2.524], [1.135, 1.651, 4.149], [-3.777, -0.508, -3.919], [-0.525, -5.712, -1.930], [4.776, -0.476, 1.750], [2.700, 1.895, 6.691], [-7.740, -4.470, 2.366], [2.870, 3.437, 5.864], [-0.771, -1.829, -4.772], [-3.876, 2.400, -0.930], [-5.504, 0.920, -1.687], [1.736, 0.223, -1.984], [-3.740, 3.738, 0.869], [-4.331, 4.265, 2.478], [0.770, 3.941, 5.606], [1.577, 5.748, 3.048], [3.937, 1.845, -0.200], [1.356, 0.959, -2.692], [5.193, -1.157, -2.254], [-0.294, 0.796, -0.779], [-6.019, 0.028, -3.438], [-4.063, -2.625, -2.679], [2.926, -2.309, 1.853], [-4.308, -4.077, -0.114], [4.000, -2.486, 1.897], [0.519, -1.255, -0.020], [-4.631, -4.059, 0.927], [-0.929, 2.284, 7.176], [0.214, -1.529, -5.395], [-3.682, -1.792, -1.071], [-6.682, -4.047, 1.900], [4.325, -1.273, -0.081], [1.876, -1.148, -8.022], [0.052, 3.463, 8.047], [4.114, -0.108, -6.239], [-3.994, -0.507, -2.850], [6.837, -1.077, 1.499], [1.812, -1.492, -6.989], [-3.791, -4.473, 1.486], [-6.082, -2.842, 2.145], [-5.390, -2.095, 0.335], [6.441, -2.819, 1.398], [-2.550, 4.762, 4.156], [3.905, -3.394, 1.301], [0.094, 2.604, 7.376], [-0.348, -0.609, 0.948], [2.957, 4.165, 2.085], [2.051, -0.381, -5.979], [2.933, -4.198, -3.201], [0.217, 2.134, 5.046], [-0.349, -0.773, -1.940], [-3.111, 7.913, 1.309], [-1.447, 1.410, 1.047], [-2.562, -2.053, -2.422], [2.410, -2.595, -3.680], [1.480, -5.796, -1.818], [0.553, 1.788, 7.934], [2.498, 0.694, -1.363], [1.914, 0.635, -6.350], [1.556, -1.237, 0.314], [1.596, 4.127, -0.656], [2.359, 1.902, 4.603], [3.462, -0.327, -5.394], [5.254, -1.415, -1.038], [-2.045, 4.129, 3.427], [1.651, 3.679, 0.336], [-4.262, -0.920, 2.295], [4.137, -2.690, 2.959], [-4.276, 1.418, -1.607], [0.871, -6.271, -3.381], [-0.966, -4.514, -1.635], [3.646, 2.216, 0.783], [-6.132, -1.053, -2.123], [1.037, 4.591, 1.213], [3.063, 1.425, 1.253], [3.615, 4.318, 0.146], [-3.981, 5.897, 1.080], [2.473, -3.069, -2.009], [2.332, 2.489, 5.855], [-2.059, 6.052, 2.103], [-3.702, -2.361, 2.933], [-0.812, 0.583, 0.437], [3.649, 0.401, -4.605], [-3.397, 0.571, -2.223], [0.775, -4.111, -3.071], [-0.152, -3.540, -2.168], [-3.587, -1.795, -2.157], [1.121, -0.661, -4.992], [0.701, -5.585, -2.551]], "lowdin_charge": [0.140, -0.224, 0.066, 0.040, 0.086, 0.074, 0.093, 0.094, 0.126, -0.331, -0.044, -0.319, -0.275, 0.087, 0.023, -0.356, 0.139, 0.136, -0.581, 0.090, 0.140, -0.012, -0.115, 0.078, 0.113, -0.352, 0.134, -0.556, -0.060, -0.507, 0.157, 0.111, 0.150, 0.131, 0.124, 0.135, 0.147, 0.095, 0.083, 0.024, 0.101, 0.127, 0.145, 0.116, 0.075, 0.080, 0.108, 0.050, 0.124, 0.101, 0.069, 0.107, -0.011, -0.052, -0.095, 0.079, -0.593, 0.078, -0.521, 0.067, 0.142, 0.073, 0.093, -0.313, 0.142, -0.060, 0.138, 0.077, 0.138, 0.141, 0.097, 0.096, 0.008, 0.035, 0.096, -0.331, 0.084, 0.045, 0.135, 0.149, 0.137, 0.060, 0.050, 0.136, 0.072, 0.056, 0.158, 0.106, 0.145, 0.078, -0.020, -0.484, -0.011, -0.082, 0.089, 0.098, -0.471, 0.140, -0.526, -0.014, 0.130, 0.106, 0.082, 0.159, 0.075, 0.079, -0.106, 0.099, 0.094, -0.546, 0.087, 0.070, -0.255, 0.033, -0.018, 0.080, -0.105]}

Run x
{"formula": "C36H54O27", "method": "ωB97M-V/def2-TZVPD", "total_charge": 0, "smiles": "C[C@H]1COC(=O)O1.C[C@H]1COC(=O)O1.C[C@H]1COC(=O)O1.C[C@H]1COC(=O)O1.C[C@H]1COC(=O)O1.C[C@H]1COC(=O)O1.C[C@H]1COC(=O)O1.C[C@H]1COC(=O)O1.C[C@H]1COC(=O)O1", "symbols": ["O", "C", "C", "C", "H", "C", "O", "H", "H", "H", "C", "O", "H", "C", "H", "O", "C", "H", "C", "H", "H", "O", "O", "C", "O", "H", "C", "O", "H", "H", "O", "O", "O", "C", "O", "H", "H", "O", "H", "C", "C", "O", "H", "C", "C", "C", "O", "C", "H", "H", "H", "C", "H", "C", "H", "H", "H", "H", "H", "H", "O", "H", "C", "H", "H", "O", "C", "C", "H", "C", "H", "H", "H", "H", "O", "C", "H", "O", "C", "C", "H", "C", "O", "C", "O", "H", "H", "H", "O", "C", "H", "H", "H", "H", "C", "H", "H", "H", "C", "H", "H", "O", "H", "H", "C", "H", "O", "H", "H", "O", "O", "H", "C", "C", "C", "C", "O"], "positions_angstrom": [[-1.895, -3.016, 1.380], [-3.532, -0.084, -5.386], [-2.308, 4.886, 1.914], [1.376, 2.751, 5.860], [-0.595, 5.932, 2.183], [-1.811, -1.266, -4.603], [-3.186, 5.942, -1.231], [1.700, 2.698, -5.060], [0.266, -1.400, 5.866], [-0.198, 4.535, 1.174], [-0.261, 0.276, -2.102], [-2.368, -1.342, 4.660], [4.681, 0.622, -0.454], [1.219, 2.238, -5.923], [4.630, 2.651, 1.721], [-2.310, -0.206, 2.666], [-2.412, 3.545, 2.599], [0.758, -0.109, -2.142], [4.817, 2.376, 0.683], [4.602, -1.011, 1.031], [1.707, -0.961, 6.764], [1.696, 3.828, 6.337], [-1.357, 5.995, 0.187], [1.127, -4.359, -3.019], [6.586, 0.997, 0.291], [0.750, -4.561, -2.016], [-2.099, -4.072, 2.384], [-2.130, -0.199, -5.268], [-2.590, 2.747, 1.878], [-1.439, 3.346, 3.049], [-3.180, 5.004, 0.846], [1.979, 3.848, -0.532], [2.811, 0.979, -6.934], [-2.925, -0.632, 3.658], [-2.889, -1.927, -4.153], [0.374, -3.679, -3.417], [-0.268, 1.108, 3.827], [3.703, 2.584, -8.252], [1.688, 0.202, 4.550], [-2.615, 5.654, -0.178], [-0.303, 1.390, -1.023], [-0.646, -4.670, 0.639], [-3.855, 0.729, -4.736], [5.196, 0.935, 0.454], [1.261, 2.873, -0.455], [0.248, 1.051, 0.312], [-0.659, -1.742, -4.541], [2.565, -3.794, -3.080], [-2.624, 5.625, 2.651], [0.385, -5.187, 3.225], [2.906, -3.940, -4.105], [7.065, 2.236, 0.245], [-3.663, 1.365, -6.918], [-3.867, 0.305, -6.769], [0.804, 0.137, 0.105], [3.130, -1.698, -3.268], [-0.678, 2.319, -4.878], [-4.186, -2.141, -5.703], [-1.905, -5.997, 1.190], [-3.195, -0.159, -7.492], [1.835, 1.608, 6.092], [-0.966, -0.518, -1.858], [-0.232, -5.904, 2.682], [3.576, 0.244, 1.728], [-0.793, 1.963, -6.606], [0.507, 2.700, 4.983], [-0.044, 1.383, 4.858], [0.780, -0.567, 6.346], [4.018, 2.769, 0.055], [4.606, -0.024, 1.494], [-1.689, -3.717, 3.330], [-3.142, -0.979, 7.413], [0.350, -6.566, 2.041], [-0.679, -6.374, 3.558], [1.691, 2.835, -7.135], [-1.305, -5.259, 1.724], [-4.892, 0.162, -7.112], [8.203, 2.603, 0.133], [2.763, -2.407, -2.527], [-0.957, 5.289, 1.381], [-4.789, -0.385, 5.954], [-0.998, -3.345, 0.476], [1.099, 2.131, 0.584], [-4.625, -1.059, 5.113], [6.086, 3.032, 0.391], [-0.534, 3.608, -6.063], [5.260, 0.069, 2.360], [-0.539, 0.763, -3.037], [-0.527, -2.611, -0.370], [1.581, 0.808, -6.249], [-3.608, -2.996, 5.204], [-3.169, -4.269, 2.453], [1.815, -2.041, -2.131], [-4.835, -1.464, -4.253], [3.970, -3.757, -1.285], [-3.529, -2.663, 7.561], [-1.971, -2.270, 6.955], [-3.251, 3.503, 3.294], [-3.940, -1.476, -4.875], [0.175, -0.160, 7.156], [1.671, 0.263, -5.310], [-4.178, -0.439, 3.902], [-0.559, 1.011, 1.044], [0.824, 0.250, -6.801], [1.151, 0.575, 5.422], [-0.958, 1.325, 5.449], [0.490, 2.500, -1.488], [-5.514, -1.680, 4.999], [1.066, -5.287, -3.587], [4.756, -4.187, -0.443], [3.338, -4.522, -2.138], [-1.352, 1.684, -0.980], [-0.277, 2.568, -5.860], [-3.011, -1.945, 6.925], [-3.407, -1.958, 5.466], [2.797, 2.168, -7.535], [3.780, -2.540, -1.573]], "lowdin_charge": [0.064, -0.306, -0.365, -0.737, 0.143, -0.552, 0.119, 0.162, 0.077, 0.123, 0.001, 0.055, 0.144, -0.297, 0.140, 0.098, 0.000, 0.077, -0.037, 0.078, 0.090, 0.134, 0.079, -0.006, 0.118, 0.073, -0.022, 0.092, 0.083, 0.076, 0.096, 0.132, 0.083, -0.565, 0.099, 0.061, 0.116, 0.129, 0.155, -0.516, -0.301, 0.051, 0.160, -0.340, -0.622, -0.083, 0.093, -0.270, 0.154, 0.081, 0.154, -0.641, 0.089, -0.023, 0.137, 0.141, 0.068, 0.142, 0.152, 0.100, 0.155, 0.082, -0.008, 0.075, 0.075, 0.111, -0.046, -0.012, 0.113, -0.002, 0.119, 0.090, 0.087, 0.078, 0.072, -0.293, 0.097, 0.150, -0.084, -0.054, 0.132, -0.526, 0.095, -0.045, 0.101, 0.092, 0.094, 0.069, 0.129, -0.100, 0.144, 0.130, 0.114, 0.142, -0.636, 0.092, 0.081, 0.090, -0.133, 0.092, 0.128, 0.106, 0.127, 0.138, -0.284, 0.136, 0.108, 0.139, 0.083, 0.115, 0.105, 0.152, -0.010, -0.022, -0.296, -0.535, 0.115]}

Which of them is least stable? Easy: run x.

Run w
{"formula": "C4H9ClN3", "method": "ωB97M-V/def2-TZVPD", "total_charge": 1, "symbols": ["C", "C", "Cl", "H", "N", "C", "H", "H", "H", "C", "H", "H", "H", "H", "N", "N", "H"], "positions_angstrom": [[-0.273, -1.816, -0.007], [0.700, 2.968, 0.454], [-0.275, 4.168, -0.258], [0.851, 0.192, -0.713], [1.966, 3.340, 0.419], [-0.828, 0.567, 0.632], [-1.957, -2.576, -0.727], [-2.228, 0.937, 2.259], [-1.724, -3.169, 0.693], [-0.243, -0.176, -0.381], [2.551, 4.018, -0.064], [0.311, -1.707, 0.897], [2.597, 2.618, 0.804], [0.422, -2.339, -0.738], [-1.584, -2.349, 0.182], [-1.511, 0.604, 1.559], [-0.740, -0.176, -1.352]], "lowdin_charge": [-0.221, -0.625, 0.607, 0.175, -0.031, -0.122, 0.087, 0.197, 0.067, -0.122, 0.116, 0.100, 0.107, 0.138, 0.031, 0.365, 0.129]}

Run x
{"formula": "C4H9ClN3", "method": "ωB97M-V/def2-TZVPD", "total_charge": 1, "symbols": ["H", "C", "N", "N", "H", "H", "H", "Cl", "C", "H", "C", "H", "N", "C", "H", "H", "H"], "positions_angstrom": [[-2.248, 2.193, -0.666], [1.356, -0.138, -0.939], [-1.440, 1.746, -1.137], [1.639, -0.557, 0.451], [-0.431, -1.457, -1.285], [1.674, 0.902, -1.088], [-0.347, -0.207, -2.452], [-3.062, 0.309, 1.971], [-1.068, 0.644, -0.831], [2.607, -0.398, 0.421], [-0.212, -0.386, -1.429], [0.438, -0.219, 1.574], [-0.377, -0.041, 2.113], [-1.461, 0.095, 1.362], [1.966, -0.590, -1.669], [1.370, -1.541, 0.502], [-0.403, -0.355, 3.103]], "lowdin_charge": [0.131, -0.179, 0.235, 0.005, 0.135, 0.125, 0.104, 0.685, -0.147, 0.085, -0.087, -0.005, 0.102, -0.543, 0.094, 0.109, 0.151]}

Which of them is least stable? Easy: run w.